Computed, not measured: the molecule C7H10, with wB97M-V/def2-TZVPD.

ORCA input file:
```
! RIJCOSX wB97M-V def2-TZVPD def2/J DEFGRID3
* xyz 0 1
C 0.48137 -1.11968 1.10424
C -0.93311 1.44396 0.39414
C -0.46171 -1.02742 -0.11753
C 1.57176 -0.35167 0.30632
C -1.41514 0.15792 -0.20486
C 0.58253 -0.17872 -0.88905
C -0.47384 0.96837 -1.01315
H 1.96642 0.55659 0.77044
H 0.08628 1.74819 0.53270
H 0.75083 -2.14381 1.38250
H 0.94325 -0.48000 -1.87275
H -0.60064 1.64486 -1.83908
H -1.70777 2.20598 0.42765
H -2.46187 0.10962 -0.48428
H 2.42322 -0.99094 0.04096
H -0.87049 -1.95229 -0.52852
H 0.11891 -0.59098 1.99029
*
```

Values from the calculation:
HOMO level in eV: -8.62
Strongest force on any atom in eV/Å: 2.5
E in eV: -7417.191
Orbital gap in eV: 9.8
SMILES: C1C[C@H]2[C@@H]1[C@H]1C[C@@H]21

=====

Computed, not measured: the molecule C7H10, with wB97M-V/def2-TZVPD.

ORCA input file:
```
! RIJCOSX wB97M-V def2-TZVPD def2/J DEFGRID3
* xyz 0 1
C -1.60705 2.56426 -1.74831
C 1.19395 -2.89509 2.13840
C 0.45465 -0.36481 -0.20760
C 0.54682 -0.92730 1.04749
C -0.58490 0.58307 -0.54731
C 1.49356 -1.97810 1.24823
C -0.45352 1.67029 -1.36177
H -1.95069 3.15634 -0.93590
H -1.51024 0.25516 0.01751
H -2.49861 2.08329 -2.16418
H -0.26481 -0.83535 1.71200
H 1.71795 -3.90144 2.35469
H 2.50594 -1.90808 0.77379
H 1.34594 -0.37242 -0.97048
H 0.59000 2.25171 -1.47533
H -1.26116 3.25356 -2.57587
H 0.28216 -2.63511 2.69462
*
```

Values from the calculation:
HOMO level in eV: -7.94
Strongest force on any atom in eV/Å: 4.4
E in eV: -7418.019
Orbital gap in eV: 8.4
SMILES: C=C/C=C/C=C/C

=====

Computed, not measured: a cluster of 2 separate species, C7H10 in total, with wB97M-V/def2-TZVPD.

ORCA input file:
```
! RIJCOSX wB97M-V def2-TZVPD def2/J DEFGRID3
* xyz 0 1
C 1.07387 -0.52698 1.17526
C -1.26622 0.88275 -0.52501
C -1.55872 -0.58751 -0.73162
C -0.03444 -0.69379 -1.08969
C 0.07561 0.70449 -0.63094
C 1.18666 -1.04559 -0.22189
C 1.39666 0.45980 0.07661
H 1.91469 -0.79068 1.81369
H -0.36063 2.18346 1.50117
H -0.93069 1.72063 1.26631
H 1.93360 -1.78323 -0.49662
H -2.30713 -0.85845 -1.47710
H 0.12256 -0.47395 1.70256
H -1.76242 -1.12650 0.20588
H 2.31259 1.04225 0.09366
H -1.93337 1.73404 -0.50275
H 0.13739 -0.84074 -2.15953
*
```

Values from the calculation:
HOMO level in eV: -8.34
Strongest force on any atom in eV/Å: 1.4
E in eV: -7415.093
Orbital gap in eV: 9.4
SMILES: C1=C2[C@H]3C[C@H]3[C@H]2C1.[H][H]

=====

Computed, not measured: the molecule C7H10, with wB97M-V/def2-TZVPD.

ORCA input file:
```
! RIJCOSX wB97M-V def2-TZVPD def2/J DEFGRID3
* xyz 0 1
C -0.54499 0.15358 1.68639
C -0.37778 -1.28006 1.55891
C -0.78864 -1.73579 0.35065
C -1.11095 -0.62152 -0.59154
C 0.48467 1.44215 -0.12547
C 1.63706 0.64539 -0.73384
C -0.78080 0.62194 0.27016
H -2.17891 -0.63721 -0.85470
H -0.91869 -2.78568 0.08258
H 0.17800 2.22969 -0.83012
H 1.38857 0.29216 -1.74194
H -0.07465 -1.92683 2.37821
H 1.92380 -0.22542 -0.12601
H 2.51557 1.29265 -0.83080
H -1.62202 1.32728 0.24880
H 0.83010 1.93831 0.79459
H -0.56034 -0.73064 -1.53587
*
```

Values from the calculation:
HOMO level in eV: -8.03
Strongest force on any atom in eV/Å: 0.4
E in eV: -7417.452
Orbital gap in eV: 7.7

=====

Computed, not measured: the molecule C7H10, with wB97M-V/def2-TZVPD.

ORCA input file:
```
! RIJCOSX wB97M-V def2-TZVPD def2/J DEFGRID3
* xyz 0 1
C 0.31861 -0.86982 -0.75225
C 1.10565 0.42124 -0.98055
C 0.17736 -1.05977 0.74462
C 0.96236 0.06006 1.34764
C -1.78170 0.57255 -0.04214
C 1.49515 0.85288 0.41529
C -1.03591 -0.73930 -0.11727
H 1.96863 0.29300 -1.64377
H 2.11695 1.72300 0.60820
H -1.20104 1.32773 0.49575
H 0.22607 -2.03826 1.21602
H -2.00581 0.96645 -1.04159
H -1.67962 -1.59714 -0.31185
H -2.73214 0.44163 0.48542
H 0.50810 -1.72624 -1.39354
H 0.46508 1.18367 -1.44879
H 1.09226 0.18835 2.41881
*
```

Values from the calculation:
HOMO level in eV: -8.77
Strongest force on any atom in eV/Å: 0.2
E in eV: -7419.885
Orbital gap in eV: 10.0
SMILES: C[C@@H]1[C@@H]2C=CC[C@H]12

=====

Computed, not measured: a structure of composition C7H10, with wB97M-V/def2-TZVPD.

ORCA input file:
```
! RIJCOSX wB97M-V def2-TZVPD def2/J DEFGRID3
* xyz 0 1
C -0.22038 -0.12600 1.60286
C 0.98133 0.14814 1.15979
C 0.73053 0.13436 -1.29013
C -0.54579 -0.44159 -1.32790
C 1.27230 0.86268 -0.14233
C -1.53121 -0.36518 -0.36159
C -1.45595 0.48013 0.82742
H 1.83489 -1.28913 0.50071
H 0.73160 1.80798 0.01690
H -0.75700 -1.07059 -2.18904
H -0.45318 -0.80148 2.41940
H 1.81212 -1.43493 -0.27671
H -2.38635 -1.03160 -0.46309
H 1.37062 -0.00851 -2.15870
H -2.35875 0.43519 1.44102
H 2.33068 1.10673 -0.26252
H -1.23090 1.52813 0.60772
*
```

Values from the calculation:
HOMO level (alpha / beta) in eV: -8.10 / -7.52
Strongest force on any atom in eV/Å: 0.6
E in eV: -7415.585
Orbital gap (alpha / beta) in eV: 7.9 / 7.3

=====

Computed, not measured: a structure of composition C7H10, with wB97M-V/def2-TZVPD.

ORCA input file:
```
! RIJCOSX wB97M-V def2-TZVPD def2/J DEFGRID3
* xyz 0 1
C -0.44526 -0.43085 1.39125
C 1.44790 -0.33306 0.26684
C -0.15784 1.23238 -0.16331
C -1.83042 -0.16481 0.83336
C -1.06528 0.06309 -0.47546
C 0.48567 0.69847 0.91835
C 0.06065 -1.03862 0.05027
H 2.05884 -0.92435 0.96096
H 2.11086 1.50189 -2.41714
H 1.55654 1.04767 -2.61013
H 0.37233 1.76968 -0.94318
H -0.01851 -2.11948 -0.14918
H -2.44656 -1.06784 0.81285
H -1.55000 0.00192 -1.45337
H 2.04296 -0.01713 -0.59127
H -0.22443 -0.90774 2.34870
H -2.39745 0.68876 1.22045
*
```

Values from the calculation:
HOMO level (alpha / beta) in eV: -7.90 / -7.92
Strongest force on any atom in eV/Å: 0.4
E in eV: -7414.566
Orbital gap (alpha / beta) in eV: 8.2 / 8.3

=====

Computed, not measured: the molecule C7H10, with wB97M-V/def2-TZVPD.

ORCA input file:
```
! RIJCOSX wB97M-V def2-TZVPD def2/J DEFGRID3
* xyz 0 1
C 1.50487 0.73157 0.45638
C 0.77542 -0.08936 1.37920
C 0.26235 -0.85214 -0.79474
C -1.16916 -0.78637 -0.17364
C -1.91446 0.51875 -0.04055
C 0.01983 -1.08892 0.64374
C 1.14066 0.39756 -0.97753
H -2.33525 0.82373 -1.00705
H 1.48740 -0.98733 1.55004
H 0.48815 0.25272 2.37628
H 2.01789 0.13531 -1.58620
H 0.39735 -1.68419 -1.48564
H 0.67242 1.25817 -1.48689
H -1.78418 -1.62630 -0.50273
H -1.25286 1.32187 0.30319
H -2.74094 0.42964 0.67349
H 2.43935 1.22228 0.72834
*
```

Values from the calculation:
HOMO level (alpha / beta) in eV: -7.64 / -7.41
Strongest force on any atom in eV/Å: 3.0
E in eV: -7415.850
Orbital gap (alpha / beta) in eV: 8.4 / 7.8